[1]
Below is a 2-piece molecular cluster, C21H32BF4N2O overall at a distorted geometry, with properties calculated with wB97M-V/def2-TZVPD.

The geometry in XYZ format:
```
61
C21H32BF4N2O (wB97M-V/def2-TZVPD)
C 0.59 4.39 4.80
O -0.50 4.07 3.96
C -0.26 2.90 3.18
C -1.57 2.42 2.57
C -1.52 2.28 1.03
C -2.55 1.26 0.52
C -1.96 -0.15 0.31
C -2.66 -1.28 1.08
C -2.99 -2.51 0.23
C -1.81 -3.01 -0.59
C -0.83 -3.92 0.20
C 0.55 -3.28 0.36
C 1.54 -3.56 -0.77
C 1.29 -2.70 -2.01
C 1.13 -1.21 -1.79
C 0.06 -0.57 -2.40
C -0.17 0.81 -2.26
C 0.68 1.55 -1.50
C 1.78 0.96 -0.84
N 2.58 1.75 -0.07
C 3.59 1.13 0.48
C 3.86 -0.23 0.30
N 3.10 -1.01 -0.42
C 2.02 -0.43 -1.01
H 0.65 5.47 4.90
H 0.42 3.97 5.80
H 1.51 4.00 4.39
H 0.16 2.13 3.81
H 0.45 3.14 2.39
H -1.87 1.46 3.00
H -2.36 3.13 2.81
H -1.73 3.25 0.59
H -0.53 2.00 0.71
H -2.93 1.63 -0.43
H -3.40 1.22 1.20
H -0.91 -0.12 0.61
H -1.96 -0.34 -0.76
H -3.60 -0.88 1.47
H -2.08 -1.58 1.95
H -3.39 -3.30 0.86
H -3.80 -2.24 -0.46
H -2.19 -3.57 -1.45
H -1.24 -2.19 -1.00
H -1.24 -4.07 1.20
H -0.77 -4.90 -0.25
H 0.44 -2.21 0.52
H 0.99 -3.67 1.28
H 1.44 -4.60 -1.07
H 2.54 -3.45 -0.40
H 0.36 -3.04 -2.45
H 2.06 -2.91 -2.76
H -0.60 -1.15 -3.02
H -1.00 1.27 -2.77
H 0.52 2.61 -1.39
H 4.26 1.71 1.10
H 4.73 -0.66 0.78
B 1.82 1.64 -5.30
F 2.77 2.05 -6.25
F 1.06 0.57 -5.81
F 2.48 1.21 -4.12
F 0.97 2.72 -4.99
```

Results
Multiplicity ... 1
Charge ... -1
Kohn-Sham gap ... 8.50 eV

Charges in e, computed with Löwdin, in the same order as the atoms: C -0.1153; O -0.1968; C -0.2331; C -0.1610; C -0.2025; C -0.1862; C -0.1901; C -0.1938; C -0.2119; C -0.2062; C -0.1832; C -0.2084; C -0.2079; C -0.1331; C -0.1555; C -0.0356; C -0.0596; C -0.0344; C -0.2043; N 0.1401; C -0.1396; C -0.1273; N 0.1511; C -0.1528; H 0.0793; H 0.0812; H 0.0804; H 0.1181; H 0.1189; H 0.1071; H 0.1129; H 0.1132; H 0.0725; H 0.1011; H 0.0959; H 0.1039; H 0.0827; H 0.0949; H 0.1051; H 0.1021; H 0.1076; H 0.1086; H 0.0578; H 0.0976; H 0.1016; H 0.0983; H 0.1039; H 0.1045; H 0.0841; H 0.1020; H 0.1221; H 0.1231; H 0.1217; H 0.1216; H 0.0952; H 0.0970; B -1.2575; F 0.0756; F 0.0655; F 0.0831; F 0.0646


[2]
Below is a 2-piece molecular cluster, C2H4O4 overall at a distorted geometry, with properties calculated with wB97M-V/def2-TZVPD.

The geometry in XYZ format:
```
10
C2H4O4 (wB97M-V/def2-TZVPD)
O 0.05 0.36 2.02
C 1.21 0.01 2.14
O 1.52 -1.15 2.77
H 2.05 0.60 1.74
H 0.71 -1.61 3.14
O -2.15 -0.20 -3.05
C -1.33 0.63 -2.63
O -0.38 0.32 -1.71
H -1.15 1.65 -3.02
H -0.52 -0.61 -1.41
```

Results
Multiplicity ... 1
Charge ... 0
SMILES ... O=CO.O=CO
Kohn-Sham gap ... 11.50 eV

Charges in e, computed with Löwdin, in the same order as the atoms: O 0.0366; C -0.3581; O 0.0369; H 0.1460; H 0.1402; O 0.0223; C -0.3414; O 0.0384; H 0.1417; H 0.1375


[3]
Below is C2H3Cl2NS as an isolated structure at a distorted geometry, with properties calculated with wB97M-V/def2-TZVPD.

The geometry in XYZ format:
```
9
C2H3Cl2NS (wB97M-V/def2-TZVPD)
C 0.19 0.68 -0.78
C -0.61 -1.10 0.68
N -0.05 0.25 0.57
S 1.30 1.89 -1.03
Cl -0.29 0.10 -2.35
Cl 1.74 2.73 0.75
H -1.70 -1.12 0.96
H -0.07 -1.56 1.44
H -0.52 -1.86 -0.23
```

Results
Multiplicity ... 1
Charge ... 0
Kohn-Sham gap ... 8.75 eV

Charges in e, computed with Löwdin, in the same order as the atoms: C -1.1722; C -0.2036; N -0.0931; S 0.4619; Cl 0.6261; Cl 0.1687; H 0.0806; H 0.0332; H 0.0985


The following energy relative to the best compared isomer or geometry (same formula, charge and spin) values (in eV) correspond, in order, to the records above: 0.000 0.756 1.759.
The following E_HOMO values (in eV) correspond, in order, to the records above: -6.15 -10.90 -8.97.
The following electronic energy values (in eV) correspond, in order, to the records above: -38878.440 -10328.644 -39490.769.